A 14-piece molecular cluster, C69H75F9O5 overall at a distorted geometry, computed with ωB97M-V/def2-TZVPD.

CARTESIAN COORDINATES (ANGSTROEM)
C -35.439 5.886 12.088
C -29.931 -1.315 12.693
C -36.388 6.140 8.311
C -35.048 1.178 6.485
H -34.593 -0.868 10.347
C -29.456 -0.022 12.919
C -33.094 0.647 10.270
C -31.511 3.392 17.306
H -33.418 6.353 12.542
H -38.369 0.401 15.885
H -26.148 -0.705 12.931
H -30.983 7.097 11.404
H -33.309 3.373 15.170
H -33.586 -2.396 16.273
H -30.234 -0.167 8.583
C -34.577 1.714 5.271
H -35.287 -1.949 16.333
H -33.099 -1.522 9.956
H -33.384 -0.967 11.618
C -35.764 0.026 6.354
C -33.185 1.680 11.364
F -31.527 5.693 9.441
H -28.119 -3.632 8.400
C -33.534 -0.729 10.565
C -31.205 3.010 15.896
H -30.983 -1.556 12.653
C -28.080 0.173 13.013
C -37.475 2.277 15.164
C -32.270 3.380 14.841
O -30.095 2.595 15.533
H -35.931 -2.274 12.266
H -37.625 -5.896 9.407
C -35.937 -0.615 5.172
H -34.024 1.541 16.000
F -29.915 0.663 3.512
H -34.301 -3.632 10.852
C -32.220 -5.359 11.599
C -31.688 -6.630 11.830
H -32.531 3.761 17.407
C -29.667 -2.198 8.925
H -30.918 4.233 17.666
H -35.170 4.089 9.959
H -31.261 2.790 7.398
H -32.499 -3.407 12.483
H -32.064 4.351 14.391
O -33.572 -0.329 14.143
H -34.561 -2.597 14.849
H -37.563 2.837 16.084
H -35.697 -0.547 3.060
F -36.202 2.912 11.798
H -28.840 4.066 13.620
C -28.196 4.527 5.805
H -36.626 3.994 14.296
H -30.473 -0.776 10.207
C -30.595 6.101 11.552
H -35.201 -5.465 9.451
C -29.033 -2.356 12.355
C -29.205 2.564 6.744
H -30.089 0.800 13.223
C -34.619 4.655 9.209
C -31.035 -6.037 14.050
H -37.731 7.965 10.995
C -36.781 2.298 12.874
C -30.376 -2.615 5.124
C -30.342 3.883 10.626
H -32.770 -5.129 10.698
O -32.655 1.016 9.174
H -32.178 2.622 14.064
H -34.066 2.318 11.292
F -26.764 -3.130 12.068
H -35.699 6.930 8.611
C -31.457 -4.746 13.786
O -30.473 -3.074 9.209
H -29.165 1.523 7.029
C -36.647 6.376 11.603
H -33.817 0.158 17.259
H -30.572 3.278 9.761
H -38.100 -0.713 13.730
C -31.247 -2.242 6.117
C -37.793 0.317 13.840
H -27.486 -2.090 8.789
H -28.222 -2.236 7.272
C -35.554 4.961 8.039
C -35.351 -3.885 10.868
H -29.794 6.264 13.559
C -30.803 5.206 10.540
C -37.955 0.976 15.069
H -35.337 4.834 12.311
C -35.623 8.527 11.235
C -31.320 0.030 5.330
H -34.315 1.499 3.156
C -29.977 -1.626 4.208
H -39.123 -4.910 11.108
F -31.803 -7.509 10.785
C -35.464 -0.088 4.010
F -36.482 -1.889 5.174
H -33.809 4.004 8.878
H -31.428 2.607 18.058
C -30.464 4.582 6.592
H -31.342 5.110 6.934
C -29.766 -0.746 9.379
C -36.219 -3.122 11.663
H -33.990 2.617 5.362
C -28.069 3.190 6.180
H -27.193 2.589 5.986
H -31.422 -3.901 14.458
C -30.425 -0.310 4.306
C -36.908 2.973 14.088
H -31.685 1.045 5.393
H -33.296 1.179 12.325
F -37.744 5.566 11.620
H -34.921 1.697 7.424
H -29.107 2.528 11.813
C -28.337 -2.568 8.303
F -29.464 6.499 5.747
H -28.787 -0.384 9.694
C -30.424 3.231 6.878
C -37.256 -5.109 10.048
H -29.445 -3.337 12.172
C -29.402 4.391 12.757
C -34.340 6.730 12.124
C -29.586 3.495 11.755
F -38.364 -2.791 12.589
C -34.233 0.520 16.319
H -27.316 5.063 5.481
O -35.531 4.401 6.982
C -31.187 -7.010 13.056
H -32.514 -0.744 6.973
H -31.525 -2.978 6.857
H -36.734 6.467 7.330
C -35.870 -4.846 10.032
H -30.850 -8.027 13.192
C -33.956 -0.561 15.321
H -36.950 0.413 11.865
C -27.668 -2.088 12.393
C -29.894 5.668 12.664
H -32.293 2.302 11.435
C -36.725 7.730 11.308
H -35.788 9.560 10.968
C -32.091 -4.400 12.606
C -29.383 5.205 6.004
H -30.092 -3.648 4.987
H -37.262 6.062 8.958
C -37.146 0.943 12.785
C -34.759 1.094 4.053
C -34.397 -1.941 15.704
H -36.173 -0.433 7.242
C -27.199 -0.852 12.731
H -34.018 5.432 9.681
H -29.325 -1.876 3.384
H -33.578 8.713 11.758
C -34.395 8.008 11.715
C -38.131 -4.514 10.950
C -37.571 -3.428 11.690
H -35.289 0.638 16.559
H -27.697 1.143 13.295
H -30.477 -6.320 14.930
C -31.750 -0.934 6.234

HOMO level (alpha / beta) in eV: -0.207 / -4.780
⟨S²⟩: 0.753
Charge: -1
Orbital gap (alpha / beta) in eV: 2.33 / 6.89
Lowest unoccupied orbital energy (alpha / beta) in eV: 2.12 / 2.11
2S+1: 2

Atom charges from the Löwdin analysis, given in e for atoms 1 to 2:
1 C -0.02
2 C -0.06